# C8H8F3N3S

A 2-piece molecular cluster, C8H8F3N3S overall at a distorted geometry (wB97M-V/def2-TZVPD, the Open Molecules 2025 dataset).

Geometry (Å):
C 0.596 -1.699 -0.441
H 3.624 0.532 -1.047
C 2.691 1.123 -0.874
F -2.964 1.981 -0.856
C -3.457 -0.019 0.187
F -4.382 2.030 0.799
S -1.041 -2.190 -0.523
C -1.414 -0.510 -0.067
N -4.214 -1.259 0.069
C 2.003 0.292 0.392
H 4.139 -0.259 1.112
N -4.020 -0.869 1.205
H 2.634 -0.984 1.927
C 3.051 -0.685 0.927
F -4.873 1.187 -1.203
N -0.467 0.263 0.194
H 1.752 1.040 1.086
H 3.264 -1.654 0.293
C -3.912 1.309 -0.225
H 2.043 1.111 -1.771
C 0.703 -0.393 0.032
H 2.890 2.072 -0.572
H 1.354 -2.420 -0.644

Its orbital gap is 8.93 eV. The value obtained for the HOMO energy is -0.336 Eh. As for the energy relative to the best compared isomer or geometry (same formula, charge and spin): 182.3 kJ/mol.

Atomic partial charges in e from the Löwdin method, atoms 1 to 8:
1. C -0.3735
2. H 0.0709
3. C -0.0155
4. F 0.1589
5. C -0.1999
6. F 0.1599
7. S 0.9939
8. C -0.3976